[1]
C5H7NO2 | ωB97M-V/def2-TZVPD

The geometry in XYZ format:
```
15
C5H7NO2 (ωB97M-V/def2-TZVPD)
C -0.84 -2.51 -1.97
C -0.69 0.43 0.22
C 0.36 0.26 1.48
C 1.39 1.32 0.98
C 0.79 2.01 0.02
H -1.54 -3.18 -2.61
H 0.28 -2.71 -1.84
H -1.66 0.28 0.66
H -0.01 0.73 2.41
H 0.61 -0.88 1.84
H 2.36 1.61 1.56
H 1.01 3.05 -0.36
N -1.21 -1.39 -1.46
O -0.35 -0.69 -0.55
O -0.51 1.67 -0.36
```

The spin multiplicity is 1. The energy relative to the best compared isomer or geometry (same formula, charge and spin) comes out at 4.913 eV. The value obtained for the molecular weight is 113.1 Da. The value obtained for the frontier orbital gap is 10.10 eV. The net charge is 0. As for the structure (SMILES): C=NO[C@H]1CC=CO1.

---

[2]
C5H7NO2 | ωB97M-V/def2-TZVPD

The geometry in XYZ format:
```
15
C5H7NO2 (ωB97M-V/def2-TZVPD)
C -0.60 -0.62 1.37
C 1.31 0.83 0.31
N -1.18 0.60 0.84
C -0.26 -0.52 -1.17
C -1.50 -0.73 -1.53
C -0.01 0.11 0.17
O 0.80 -0.94 -1.97
O -2.60 -0.94 -1.86
H 1.37 -0.19 -2.16
H -1.01 1.43 1.41
H -0.03 -0.59 2.29
H -1.23 -1.49 1.27
H 1.45 1.55 -0.50
H 1.36 1.38 1.25
H 2.14 0.12 0.29
```

The spin multiplicity is 1. The energy relative to the best compared isomer or geometry (same formula, charge and spin) comes out at 2.753 eV. The value obtained for the molecular weight is 113.1 Da. The value obtained for the frontier orbital gap is 8.68 eV. The net charge is 0. As for the structure (SMILES): C[C@@]1(C(O)=C=O)CN1.

---

Copy entry 1 word for word.
C5H7NO2 | ωB97M-V/def2-TZVPD

The geometry in XYZ format:
```
15
C5H7NO2 (ωB97M-V/def2-TZVPD)
C -0.84 -2.51 -1.97
C -0.69 0.43 0.22
C 0.36 0.26 1.48
C 1.39 1.32 0.98
C 0.79 2.01 0.02
H -1.54 -3.18 -2.61
H 0.28 -2.71 -1.84
H -1.66 0.28 0.66
H -0.01 0.73 2.41
H 0.61 -0.88 1.84
H 2.36 1.61 1.56
H 1.01 3.05 -0.36
N -1.21 -1.39 -1.46
O -0.35 -0.69 -0.55
O -0.51 1.67 -0.36
```

The spin multiplicity is 1. The energy relative to the best compared isomer or geometry (same formula, charge and spin) comes out at 4.913 eV. The value obtained for the molecular weight is 113.1 Da. The value obtained for the frontier orbital gap is 10.10 eV. The net charge is 0. As for the structure (SMILES): C=NO[C@H]1CC=CO1.